ORCA calculation (the ωB97M-V functional and the def2-TZVPD basis) on a cluster of 2 separate species, C4H8Si in total.

Computed properties:
Net charge   0
Total energy   -446.5181 hartree
HOMO-LUMO gap   7.8 eV
HOMO   -7.66 eV

CARTESIAN COORDINATES (ANGSTROEM)
C -2.52215 1.12257 -0.19034
C -2.00645 0.03971 -0.02478
C 1.60244 1.06241 0.54625
C -1.30809 -1.15814 -0.08057
Si 1.38736 -0.75560 -0.03070
H -3.00475 1.93826 -0.61972
H 2.22430 1.07205 1.41474
H 2.03968 1.68770 -0.22737
H 0.51554 1.20808 0.56710
H -1.23929 -1.43295 -1.21345
H -1.18366 -1.94540 0.58812
H 1.68474 -1.98489 0.63737
H 1.81031 -0.85381 -1.36666

Cartesian forces (eV/Å) of the 2 atoms listed first:
C 0.59 -1.20 0.05
C -0.48 1.22 0.46